{"formula": "C44H64N8O6S3", "method": "ωB97M-V/def2-TZVPD", "elements": ["C", "C", "C", "S", "O", "O", "C", "H", "H", "H", "H", "H", "H", "H", "H", "C", "C", "C", "S", "O", "O", "C", "H", "H", "H", "H", "H", "H", "H", "H", "C", "C", "C", "S", "O", "O", "C", "H", "H", "H", "H", "H", "H", "H", "H", "N", "C", "C", "C", "C", "H", "H", "H", "H", "H", "N", "C", "C", "C", "C", "H", "H", "H", "H", "H", "N", "C", "C", "C", "C", "H", "H", "H", "H", "H", "N", "C", "C", "C", "C", "H", "H", "H", "H", "H", "N", "C", "C", "C", "C", "H", "H", "H", "H", "H", "N", "C", "C", "C", "C", "H", "H", "H", "H", "H", "N", "C", "C", "C", "C", "H", "H", "H", "H", "H", "N", "C", "C", "C", "C", "H", "H", "H", "H", "H"], "positions_angstrom": [[-3.426, -7.354, -0.877], [-4.095, -6.049, -0.389], [-3.161, -5.369, 0.610], [-1.524, -5.680, -0.012], [-0.848, -6.503, 0.990], [-1.004, -4.471, -0.599], [-2.017, -6.810, -1.358], [-4.119, -7.721, -1.634], [-3.280, -8.076, -0.073], [-5.085, -6.356, -0.050], [-4.418, -5.375, -1.182], [-3.188, -5.922, 1.549], [-3.363, -4.307, 0.756], [-1.149, -7.468, -1.407], [-2.132, -6.263, -2.294], [3.732, 5.445, -0.095], [3.407, 6.807, 0.458], [1.998, 6.713, 0.922], [1.216, 5.046, 0.547], [0.014, 5.325, -0.182], [1.240, 4.200, 1.751], [2.550, 4.616, -0.629], [4.174, 4.729, 0.598], [4.447, 5.494, -0.917], [3.293, 7.620, -0.259], [4.031, 7.202, 1.259], [1.431, 7.336, 0.230], [1.779, 6.946, 1.964], [2.086, 5.181, -1.438], [2.634, 3.546, -0.820], [-1.917, 3.314, -2.015], [-0.775, 3.207, -3.022], [-0.633, 1.755, -3.325], [-2.439, 1.141, -3.455], [-2.382, -0.228, -2.856], [-3.072, 1.406, -4.768], [-3.100, 2.265, -2.277], [-2.300, 4.334, -2.034], [-1.657, 2.955, -1.019], [0.191, 3.535, -2.639], [-0.964, 3.709, -3.971], [-0.398, 1.231, -2.399], [-0.087, 1.291, -4.146], [-3.554, 1.669, -1.485], [-3.902, 2.728, -2.852], [2.432, -1.847, -5.991], [2.429, -0.457, -5.707], [1.868, -0.293, -4.453], [1.481, -1.537, -3.984], [1.871, -2.516, -4.908], [2.655, -2.391, -6.812], [2.825, 0.259, -6.411], [1.729, 0.701, -4.053], [0.938, -1.841, -3.102], [1.747, -3.587, -4.958], [4.322, 1.284, 3.272], [5.635, 0.915, 3.478], [6.356, 1.917, 2.833], [5.550, 2.885, 2.268], [4.278, 2.371, 2.438], [3.546, 0.767, 3.661], [5.848, -0.006, 4.001], [7.431, 1.994, 2.912], [5.883, 3.772, 1.750], [3.335, 2.529, 1.935], [0.249, -1.342, -0.214], [-0.845, -0.921, 0.253], [-0.729, 0.477, 0.623], [0.594, 0.894, 0.179], [1.177, -0.314, -0.322], [0.363, -2.305, -0.496], [-1.708, -1.563, 0.352], [-1.508, 1.143, 0.964], [1.024, 1.875, 0.318], [2.067, -0.403, -0.928], [2.005, -3.876, 1.392], [1.972, -4.875, 2.260], [2.773, -4.574, 3.346], [3.338, -3.309, 3.068], [2.913, -2.922, 1.802], [1.465, -3.784, 0.543], [1.363, -5.727, 1.995], [3.013, -5.192, 4.198], [3.837, -2.718, 3.820], [3.048, -2.043, 1.189], [6.635, 2.378, -0.695], [5.584, 1.426, -0.725], [4.676, 1.709, -1.702], [5.204, 2.858, -2.353], [6.351, 3.330, -1.657], [7.427, 2.321, -0.071], [5.586, 0.567, -0.070], [3.786, 1.133, -1.907], [4.817, 3.320, -3.249], [6.991, 4.195, -1.747], [-7.032, -2.744, -0.550], [-7.300, -1.736, 0.298], [-6.162, -1.112, 0.721], [-5.057, -1.571, -0.015], [-5.659, -2.595, -0.766], [-7.715, -3.417, -0.867], [-8.283, -1.437, 0.628], [-6.151, -0.250, 1.371], [-4.044, -1.196, -0.008], [-5.361, -3.387, -1.437], [-2.520, 4.204, 2.915], [-3.562, 3.580, 3.556], [-4.271, 2.813, 2.674], [-3.609, 2.805, 1.524], [-2.531, 3.749, 1.644], [-1.799, 4.813, 3.276], [-3.713, 3.871, 4.586], [-5.242, 2.371, 2.843], [-3.792, 2.119, 0.710], [-1.778, 4.113, 0.962], [-3.892, -2.782, 2.767], [-2.923, -1.884, 2.730], [-1.821, -2.294, 3.470], [-2.138, -3.564, 3.934], [-3.403, -3.826, 3.411], [-4.835, -2.626, 2.440], [-3.102, -0.964, 2.194], [-0.937, -1.674, 3.501], [-1.312, -4.103, 4.373], [-3.920, -4.749, 3.628]], "forces_ev_per_a": [[1.108, 1.627, -0.528], [-0.734, -0.580, 0.191], [-0.936, -0.438, 0.162], [-1.017, -1.244, 0.012], [0.086, 1.100, -1.007], [0.994, 0.304, 0.289], [-0.592, -0.366, 0.411], [0.714, -0.502, -0.296], [-0.226, 0.058, 0.007], [0.066, 0.214, 1.047], [0.810, -0.026, -0.496], [-0.021, 0.311, 0.099], [0.261, -0.103, -0.009], [-0.366, -0.414, -0.166], [0.126, 0.167, 0.162], [1.637, -2.221, -1.139], [-0.666, 0.345, 0.339], [-2.520, -0.502, 0.258], [2.514, 0.323, 1.677], [-0.974, -0.403, -0.061], [-0.374, 0.801, -1.431], [-1.633, 2.068, 0.550], [0.391, 0.606, 0.591], [0.148, 0.068, 0.047], [1.069, -0.369, -0.578], [0.397, -0.552, -0.145], [-0.590, 0.083, 0.631], [-0.018, -0.014, -0.112], [0.265, -0.513, -0.796], [0.350, 0.252, 0.132], [-1.392, -0.856, 0.704], [0.351, -0.591, -0.830], [-2.215, -1.847, 0.275], [1.561, -2.187, -0.534], [-0.647, 2.034, -1.395], [1.056, -0.538, 1.805], [0.050, 1.312, -1.481], [-0.088, -0.188, 0.524], [0.834, 0.845, 0.084], [-0.214, 0.481, 0.263], [-0.206, 0.476, 0.196], [0.339, -0.216, 0.016], [-0.139, 0.697, -0.084], [0.582, 0.379, 0.345], [-0.133, 0.134, 0.206], [-0.545, 0.543, 1.531], [0.079, -1.866, -0.397], [0.566, 1.115, -1.572], [-0.086, -2.853, 0.147], [-0.079, 1.954, -0.445], [0.266, 0.824, -0.088], [-0.043, -0.121, 0.104], [0.097, -0.334, 0.340], [0.078, 0.503, 0.171], [-0.071, 0.150, 0.232], [0.802, -0.686, -0.578], [-0.737, 1.416, -0.712], [2.425, -1.347, 1.831], [-1.421, -0.626, -0.389], [-1.199, 0.300, 0.312], [-0.083, 0.203, -0.539], [0.350, 0.345, 0.058], [0.121, -0.109, -0.097], [-0.245, -0.213, -0.117], [-0.060, 0.762, 0.327], [4.504, -0.605, -2.206], [-4.720, 4.234, 3.142], [0.937, -1.470, -1.657], [-1.166, -3.408, 0.154], [-0.142, 1.818, 0.113], [0.138, 0.257, -0.242], [0.190, 0.001, 0.106], [-0.001, -0.252, 0.257], [0.134, -0.151, -0.188], [0.111, -0.365, 0.326], [1.112, 1.726, -1.242], [-0.609, -1.799, 1.065], [-0.198, -0.153, -0.588], [-0.117, 0.472, -0.411], [-0.680, 0.123, 0.772], [0.147, -0.454, 0.267], [0.035, -0.105, 0.418], [-0.300, 0.018, -0.075], [0.486, 0.034, -0.415], [0.077, 0.074, 0.324], [-2.359, -1.060, -0.580], [1.386, 0.028, 0.838], [1.327, 0.562, 0.069], [0.918, 1.644, 0.429], [-1.017, -1.796, -0.539], [-0.342, 0.191, -0.117], [0.160, 0.221, 0.198], [0.148, 0.077, -0.215], [-0.132, 0.176, 0.152], [-0.143, -0.109, -0.379], [1.668, 1.979, 0.686], [-1.615, 0.820, 2.074], [-0.166, 1.598, 0.092], [-1.781, -2.150, -1.127], [0.516, -1.947, -1.162], [0.618, 0.135, -0.281], [-0.145, -0.443, -0.103], [-0.121, -0.025, 0.074], [-0.079, -0.342, -0.192], [1.140, 0.456, -0.132], [-0.826, -1.074, -0.578], [0.114, 1.709, 1.911], [-1.683, -0.194, 3.325], [3.531, 1.574, -3.545], [-0.497, -1.421, -1.143], [-0.366, -0.224, 0.164], [-0.392, -0.277, -0.032], [0.256, -0.299, 0.349], [-0.069, 0.480, -0.318], [-0.104, -0.309, -0.138], [-0.854, -0.256, -0.493], [1.388, 3.079, -0.139], [-1.002, 1.742, -1.664], [0.335, 0.197, -0.906], [0.810, -3.589, 3.056], [0.195, -0.217, -0.128], [0.184, 0.138, 0.190], [0.150, -0.364, 0.304], [-0.812, -0.895, 0.330], [-0.497, 0.215, -0.304]], "smiles": "O=S1(=O)CCCC1.O=S1(=O)CCCC1.O=S1(=O)CCCC1.c1cc[nH]c1.c1cc[nH]c1.c1cc[nH]c1.c1cc[nH]c1.c1cc[nH]c1.c1cc[nH]c1.c1cc[nH]c1.c1cc[nH]c1", "spin_multiplicity": 1, "homo_energy_ev": -7.472, "de_lowest_kcal_mol": 79.9, "gap_ev": 7.8385, "energy_ev": -103369.68078}